Here is a cluster of 2 separate species, CCl4NOP in total at a distorted geometry from OMol25. Energies are from wB97M-V/def2-TZVPD.

**Energy relative to the best compared isomer or geometry (same formula, charge and spin)**: 18.31 kJ/mol
**Total charge**: 0
**SMILES**: O=P(Cl)(Cl)Cl.N#CCl
**HOMO**: -11.61 eV
**Max |F|**: 1.04 eV/Å
**Lowest unoccupied orbital energy**: -0.1 eV
**2S+1**: 1
**Orbital gap**: 11.5 eV

Structure (XYZ):
```
8
CCl4NOP (wB97M-V/def2-TZVPD)
O -0.07611 3.53970 -1.49630
P -0.55369 2.40313 -0.72732
Cl -2.12916 2.80944 0.43407
Cl -1.09413 0.84461 -1.88672
Cl 0.79908 1.70143 0.50746
N 1.82921 -1.25392 -0.36563
C 1.03931 -1.47658 0.43430
Cl -0.11928 -1.79810 1.49659
```